*A*
# C5H12S2

2 unconnected molecules or ions with the total composition C5H12S2 (the ωB97M-V functional and the def2-TZVPD basis, OMol25).

Computed properties:
HOMO level	-0.33405	hartree
SMILES	C/C=C/C.CSS
E_LUMO	0.70	eV

Each atom is followed by the atoms it is bonded to, with distances in Å.
Geometry (Å):
1 C -1.713 -2.361 2.448  C2 1.501, H5 1.090, H6 1.088, H7 1.093
2 C -1.882 -1.550 1.196  C1 1.501, C3 1.325, H8 1.086
3 C -2.524 -0.391 1.154  C2 1.325, C4 1.501, H9 1.087
4 C -2.597 0.487 -0.061  C3 1.501, H10 1.088, H11 1.090, H12 1.090
5 H -2.526 -2.165 3.146  C1 1.090
6 H -1.676 -3.431 2.252  C1 1.088
7 H -0.800 -2.067 2.972  C1 1.093
8 H -1.417 -1.938 0.295  C2 1.086
9 H -3.008 -0.014 2.051  C3 1.087
10 H -1.996 0.051 -0.857  C4 1.088
11 H -3.612 0.643 -0.425  C4 1.090
12 H -2.190 1.470 0.178  C4 1.090
13 C 1.685 -0.300 0.513  S14 1.812, H16 1.087, H17 1.088, H18 1.086
14 S 0.912 0.811 -0.691  C13 1.812, S15 2.052
15 S 2.468 1.168 -1.979  S14 2.052, H19 1.345
16 H 2.047 -1.184 -0.007  C13 1.087
17 H 0.927 -0.584 1.239  C13 1.088
18 H 2.511 0.199 1.011  C13 1.086
19 H 3.078 2.162 -1.309  S15 1.345

*B*
# C5H12S2

A single C5H12S2 molecule (the ωB97M-V functional and the def2-TZVPD basis, OMol25).

Computed properties:
HOMO level	-0.31627	hartree
SMILES	CCCSSCC
E_LUMO	0.87	eV

Each atom is followed by the atoms it is bonded to, with distances in Å.
Geometry (Å):
1 C -0.278 3.112 1.205  C2 1.522, H8 1.094, H9 1.079, H10 1.095
2 C 0.694 2.708 0.105  C1 1.522, C3 1.553, H11 1.088, H12 1.096
3 C 1.028 1.192 0.065  C2 1.553, S4 1.828, H13 1.091, H14 1.084
4 S -0.307 0.153 0.756  C3 1.828, S5 2.050
5 S 0.389 -1.725 0.316  S4 2.050, C6 1.844
6 C 0.104 -1.878 -1.500  S5 1.844, C7 1.520, H15 1.084, H16 1.081
7 C -1.376 -1.905 -1.845  C6 1.520, H17 1.091, H18 1.084, H19 1.085
8 H -1.252 2.646 1.031  C1 1.094
9 H -0.464 4.173 1.263  C1 1.079
10 H 0.037 2.644 2.144  C1 1.095
11 H 1.633 3.254 0.151  C2 1.088
12 H 0.225 2.922 -0.862  C2 1.096
13 H 0.971 0.920 -0.990  C3 1.091
14 H 1.990 1.005 0.530  C3 1.084
15 H 0.597 -1.045 -1.988  C6 1.084
16 H 0.629 -2.802 -1.699  C6 1.081
17 H -1.514 -1.474 -2.837  C7 1.091
18 H -1.906 -1.281 -1.134  C7 1.084
19 H -1.830 -2.887 -1.764  C7 1.085

Which of them is most stable, and which least? Most stable: *B*; least stable: *A*.

*A*
# C11H12NO2

2 unconnected molecules or ions with the total composition C11H12NO2 (the ωB97M-V functional and the def2-TZVPD basis, OMol25).

Computed properties:
charge	-1
HOMO level	-0.15373	hartree
E_LUMO	3.18	eV

Each atom is followed by the atoms it is bonded to, with distances in Å.
Geometry (Å):
1 C 0.213 -1.273 -2.340  C4 1.492, H17 1.095, H18 1.091, H19 1.092
2 C -1.562 -0.057 0.743  C3 1.422, C6 1.383, N10 1.365
3 C -1.594 -0.691 -0.529  C2 1.422, C4 1.431, C9 1.392
4 C -0.256 -0.715 -1.039  C1 1.492, C3 1.431, C5 1.359
5 C 0.502 -0.080 -0.108  C4 1.359, N10 1.364, H15 1.083
6 C -2.729 0.107 1.467  C2 1.383, C7 1.382, H11 1.083
7 C -3.924 -0.386 0.977  C6 1.382, C8 1.401, H12 1.085
8 C -3.968 -1.005 -0.279  C7 1.401, C9 1.383, H14 1.087
9 C -2.813 -1.140 -1.028  C3 1.392, C8 1.383, H16 1.088
10 N -0.281 0.385 0.907  C2 1.365, C5 1.364, H13 1.011
11 H -2.701 0.649 2.404  C6 1.083
12 H -4.824 -0.332 1.581  C7 1.085
13 H 0.107 0.697 1.788  N10 1.011
14 H -4.923 -1.325 -0.687  C8 1.087
15 H 1.572 0.064 -0.028  C5 1.083
16 H -2.941 -1.689 -1.959  C9 1.088
17 H 0.845 -2.152 -2.174  C1 1.095
18 H 0.758 -0.601 -3.005  C1 1.091
19 H -0.626 -1.616 -2.949  C1 1.092
20 C 3.209 2.224 -0.365  C21 1.597, H24 1.094, H25 1.087, H26 1.087
21 C 3.642 0.948 0.492  C20 1.597, O22 1.242, O23 1.250
22 O 4.439 0.202 -0.100  C21 1.242
23 O 3.116 0.928 1.626  C21 1.250
24 H 2.582 1.876 -1.192  C20 1.094
25 H 4.104 2.634 -0.826  C20 1.087
26 H 2.735 2.881 0.359  C20 1.087

*B*
# C11H12NO2

2 unconnected molecules or ions with the total composition C11H12NO2 (the ωB97M-V functional and the def2-TZVPD basis, OMol25).

Computed properties:
charge	-1
HOMO level	-0.16256	hartree
E_LUMO	3.37	eV

Each atom is followed by the atoms it is bonded to, with distances in Å.
Geometry (Å):
1 C 0.434 -0.283 -3.576  C4 1.495, H14 1.102, H15 1.091, H19 1.095
2 C -0.926 -0.608 -1.433  C4 1.376, N10 1.361, H12 1.083
3 C 0.185 0.600 0.035  C5 1.426, C6 1.394, N10 1.356
4 C 0.109 -0.036 -2.138  C1 1.495, C2 1.376, C5 1.417
5 C 0.858 0.737 -1.216  C3 1.426, C4 1.417, C8 1.407
6 C 0.570 1.300 1.178  C3 1.394, C7 1.382, H13 1.085
7 C 1.702 2.089 1.098  C6 1.382, C9 1.410, H16 1.082
8 C 1.959 1.609 -1.290  C5 1.407, C9 1.377, H17 1.086
9 C 2.357 2.253 -0.140  C7 1.410, C8 1.377, H18 1.084
10 N -0.914 -0.173 -0.144  C2 1.361, C3 1.356, H11 1.143
11 H -1.685 -0.542 0.615  N10 1.143
12 H -1.493 -1.456 -1.797  C2 1.083
13 H 0.056 1.196 2.127  C6 1.085
14 H 1.464 -0.630 -3.764  C1 1.102
15 H 0.184 0.572 -4.205  C1 1.091
16 H 1.901 2.770 1.916  C7 1.082
17 H 2.529 1.760 -2.202  C8 1.086
18 H 3.275 2.831 -0.148  C9 1.084
19 H -0.059 -1.193 -3.935  C1 1.095
20 C -1.178 -1.963 2.932  C21 1.530, H24 1.086, H25 1.092, H26 1.095
21 C -2.602 -1.659 2.463  C20 1.530, O22 1.280, O23 1.233
22 O -2.731 -1.093 1.323  C21 1.280
23 O -3.531 -2.035 3.180  C21 1.233
24 H -1.101 -2.914 3.452  C20 1.086
25 H -0.888 -1.129 3.575  C20 1.092
26 H -0.477 -2.003 2.091  C20 1.095

*C*
# C11H12NO2

2 unconnected molecules or ions with the total composition C11H12NO2 (the ωB97M-V functional and the def2-TZVPD basis, OMol25).

Computed properties:
charge	-1
HOMO level	-0.16315	hartree
E_LUMO	3.35	eV

Each atom is followed by the atoms it is bonded to, with distances in Å.
Geometry (Å):
1 C 0.770 3.205 0.870  C4 1.481, H14 1.090, H15 1.085, H19 1.110
2 C 0.278 0.728 1.468  C4 1.410, N10 1.370, H12 1.078
3 C 0.619 -0.235 -0.495  C5 1.408, C6 1.432, N10 1.343
4 C 0.535 1.776 0.561  C1 1.481, C2 1.410, C5 1.416
5 C 0.800 1.149 -0.681  C3 1.408, C4 1.416, C8 1.433
6 C 0.765 -1.140 -1.595  C3 1.432, C7 1.381, H13 1.086
7 C 1.162 -0.571 -2.788  C6 1.381, C9 1.419, H16 1.091
8 C 1.312 1.641 -1.926  C5 1.433, C9 1.354, H17 1.085
9 C 1.653 0.757 -2.893  C7 1.419, C8 1.354, H18 1.083
10 N 0.238 -0.452 0.775  C2 1.370, C3 1.343, H11 1.119
11 H -0.018 -1.459 1.191  N10 1.119
12 H 0.219 0.613 2.539  C2 1.078
13 H 0.235 -2.074 -1.432  C6 1.086
14 H 1.298 3.817 0.139  C1 1.090
15 H 1.286 3.314 1.818  C1 1.085
16 H 1.359 -1.336 -3.540  C7 1.091
17 H 1.420 2.721 -1.914  C8 1.085
18 H 2.158 1.019 -3.815  C9 1.083
19 H -0.202 3.736 0.950  C1 1.110
20 C -2.684 -2.349 1.061  C21 1.535, H24 1.094, H25 1.095, H26 1.090
21 C -1.671 -2.643 2.176  C20 1.535, O22 1.283, O23 1.235
22 O -0.418 -2.651 1.904  C21 1.283
23 O -2.149 -2.795 3.305  C21 1.235
24 H -3.377 -3.175 0.876  C20 1.094
25 H -2.215 -2.049 0.117  C20 1.095
26 H -3.374 -1.548 1.329  C20 1.090

Which of them is most stable, and which least? Most stable: *B*; least stable: *C*.